1.
{
  "formula": "C50H39Cl5NNiOP2",
  "method": "ωB97M-V/def2-TZVPD",
  "elements": ["Ni", "C", "P", "C", "C", "C", "C", "C", "C", "C", "C", "C", "C", "C", "C", "C", "C", "C", "C", "C", "P", "C", "C", "C", "C", "C", "C", "C", "C", "C", "C", "C", "C", "N", "H", "H", "H", "H", "H", "H", "H", "H", "H", "H", "H", "H", "H", "H", "H", "H", "H", "H", "H", "H", "H", "H", "H", "H", "H", "H", "C", "C", "C", "C", "C", "C", "H", "H", "H", "H", "H", "Cl", "C", "C", "C", "Cl", "C", "Cl", "C", "Cl", "C", "Cl", "C", "C", "O", "C", "C", "C", "C", "C", "C", "H", "H", "H", "H", "H", "H", "H", "H"],
  "positions_angstrom": [[0.24934, -0.88596, 0.29452], [-2.65974, -0.42984, 1.58170], [-1.86603, -1.24324, 0.12498], [-2.96987, -0.91204, -1.31530], [-2.71206, -1.63420, -2.48424], [-3.50130, -1.46663, -3.61155], [-4.57169, -0.58291, -3.59611], [-4.84426, 0.13294, -2.44201], [-4.04878, -0.03182, -1.31439], [-2.29540, -3.00729, 0.38888], [-1.30013, -3.91835, 0.71591], [-1.61360, -5.25083, 0.95435], [-2.92688, -5.68226, 0.86444], [-3.93119, -4.77845, 0.53544], [-3.61530, -3.45126, 0.29611], [-1.55497, 0.23703, 2.35197], [-1.58243, 1.01350, 3.49559], [-0.25462, 1.48898, 3.68043], [0.49297, 0.95902, 2.64578], [1.92441, 1.14970, 2.24964], [1.91035, 1.26504, 0.40250], [1.31348, 2.98595, 0.10649], [1.14546, 3.94374, 1.10279], [0.69183, 5.22001, 0.79389], [0.39285, 5.55901, -0.51801], [0.53820, 4.60762, -1.51982], [0.98472, 3.33349, -1.20390], [3.69711, 1.53122, 0.03030], [4.70382, 1.24788, 0.94912], [6.04447, 1.33409, 0.58949], [6.40081, 1.71991, -0.69117], [5.40561, 2.01253, -1.61674], [4.07295, 1.90807, -1.26078], [-0.29188, 0.18753, 1.84626], [-3.20152, -1.18574, 2.15493], [-3.39072, 0.31044, 1.25592], [-1.89095, -2.33908, -2.51496], [-3.27135, -2.03501, -4.50463], [-5.18711, -0.45074, -4.47777], [-5.66950, 0.83463, -2.41764], [-4.28471, 0.54882, -0.43274], [-0.27947, -3.57053, 0.79068], [-0.82608, -5.94806, 1.21210], [-3.17193, -6.72127, 1.04841], [-4.95949, -5.11078, 0.46129], [-4.39964, -2.75308, 0.02601], [-2.45027, 1.23875, 4.09793], [0.10680, 2.14556, 4.45872], [2.53087, 0.27721, 2.50668], [2.37783, 2.01900, 2.72975], [1.35096, 3.69494, 2.13536], [0.56595, 5.94945, 1.58523], [0.03732, 6.55383, -0.75823], [0.28396, 4.85125, -2.54454], [1.04422, 2.58035, -1.98181], [4.45506, 0.93755, 1.95501], [6.80861, 1.08839, 1.31673], [7.44459, 1.78263, -0.97287], [5.67099, 2.30418, -2.62576], [3.31064, 2.10126, -2.00622], [0.67052, -2.39531, -4.15095], [0.71175, -3.34487, -3.13785], [0.60990, -2.96036, -1.80556], [0.44629, -1.62330, -1.42946], [0.40183, -0.68640, -2.47258], [0.52889, -1.05726, -3.80483], [0.75310, -2.69270, -5.18968], [0.83701, -4.39362, -3.38516], [0.69175, -3.72735, -1.04540], [0.24854, 0.35940, -2.22952], [0.49863, -0.29742, -4.57985], [0.23389, -2.43374, 3.26269], [1.77587, -2.39775, 2.43590], [1.87291, -1.86950, 1.14144], [3.15525, -1.99552, 0.58722], [3.46702, -1.50925, -1.06156], [4.26261, -2.50193, 1.27206], [5.83117, -2.56720, 0.54205], [4.11039, -2.96390, 2.57389], [5.46418, -3.59293, 3.44683], [2.84808, -2.93248, 3.15279], [2.64955, -3.55695, 4.75649], [-2.45255, 3.21838, 0.56885], [-2.16043, 2.58132, -0.76104], [-1.37937, 1.66543, -0.85847], [-2.82853, 3.10304, -2.00456], [-3.69447, 4.19000, -1.99016], [-4.28278, 4.62812, -3.16962], [-4.00416, 3.97790, -4.36332], [-3.14081, 2.88840, -4.38015], [-2.55621, 2.45175, -3.20431], [-1.96209, 2.64728, 1.35753], [-3.52765, 3.27004, 0.75737], [-2.06263, 4.23983, 0.56560], [-3.90827, 4.70109, -1.06016], [-4.95611, 5.47597, -3.15642], [-4.46343, 4.31874, -5.28320], [-2.93365, 2.37326, -5.30966], [-1.89695, 1.59159, -3.18333]],
  "homo_lumo_gap_ev": 6.686,
  "spin_multiplicity": 1,
  "lumo_ev": 2.22,
  "e_homo_ev": -4.46,
  "relative_energy_kj_mol": 44.03,
  "charge": -1
}

---

2.
{
  "formula": "C50H41Br2N9PtS3",
  "method": "ωB97M-V/def2-TZVPD",
  "elements": ["Pt", "Br", "C", "C", "C", "N", "C", "C", "C", "C", "C", "Br", "C", "C", "N", "H", "H", "H", "H", "H", "H", "N", "S", "N", "S", "N", "S", "N", "C", "C", "C", "C", "C", "C", "C", "C", "C", "C", "C", "C", "C", "C", "C", "C", "C", "C", "C", "C", "C", "C", "C", "C", "C", "C", "C", "C", "C", "C", "C", "C", "C", "C", "C", "C", "H", "H", "H", "H", "H", "H", "H", "H", "H", "H", "H", "H", "H", "H", "H", "H", "H", "H", "H", "H", "H", "H", "H", "H", "H", "H", "H", "H", "H", "H", "N", "C", "C", "N", "C", "C", "N", "H", "H", "H", "H", "H"],
  "positions_angstrom": [[0.49678, 0.88852, 2.23877], [-5.31106, 1.25503, 5.81193], [-3.62806, 0.84696, 5.05838], [-3.50359, -0.16891, 4.11846], [-2.26267, -0.38406, 3.55522], [-1.18210, 0.33273, 3.84784], [-1.29193, 1.25403, 4.81008], [-2.49637, 1.54740, 5.44017], [-0.07110, 1.96736, 5.19452], [0.15698, 2.25520, 6.53604], [1.30589, 2.94904, 6.88209], [1.71116, 3.27980, 8.69769], [2.14860, 3.38343, 5.86329], [1.84204, 3.02891, 4.56412], [0.78561, 2.29497, 4.22164], [-4.35817, -0.76618, 3.84737], [-2.12368, -1.19632, 2.86317], [-2.55847, 2.31748, 6.19156], [-0.52738, 1.91350, 7.29553], [3.02712, 3.96990, 6.07818], [2.48044, 3.36861, 3.76308], [-1.12270, 0.87777, 0.90224], [-1.88425, -0.02953, 0.01757], [-1.47865, -0.13898, -1.57597], [-0.55291, -1.18328, -2.26177], [0.87392, -1.41445, -1.71676], [1.74335, -0.31136, -0.83916], [1.49305, -0.33630, 0.60744], [3.42022, -0.78393, -1.32516], [4.46622, -0.13298, -0.69597], [5.76705, -0.40021, -1.08832], [6.00990, -1.31597, -2.10088], [4.95547, -1.95672, -2.73249], [3.65221, -1.68917, -2.34448], [1.45621, 1.16098, -1.86490], [0.61565, 2.17282, -1.44626], [0.24513, 3.15610, -2.35254], [0.72427, 3.12085, -3.65419], [1.59599, 2.11718, -4.04878], [1.96115, 1.12712, -3.15255], [-0.48082, -0.62681, -3.96433], [0.44741, -1.24824, -4.78313], [0.57458, -0.83191, -6.09691], [-0.24096, 0.18164, -6.57914], [-1.17238, 0.79047, -5.75229], [-1.29137, 0.39182, -4.43045], [-1.22170, -2.84763, -2.29559], [-0.45552, -3.86761, -1.75952], [-0.95492, -5.15825, -1.75982], [-2.20942, -5.41179, -2.29324], [-2.96519, -4.38107, -2.83424], [-2.47248, -3.08559, -2.83863], [-2.06868, -1.77141, 0.49741], [-1.05463, -2.36076, 1.23495], [-1.20624, -3.67677, 1.64327], [-2.34434, -4.38635, 1.28709], [-3.33004, -3.79133, 0.51417], [-3.19906, -2.46907, 0.11813], [-3.50508, 0.75551, -0.13987], [-4.50489, 0.49167, 0.78010], [-5.63500, 1.29247, 0.79921], [-5.75954, 2.33956, -0.09968], [-4.76519, 2.58215, -1.03307], [-3.62345, 1.79961, -1.04175], [4.24875, 0.57445, 0.08730], [6.58789, 0.10224, -0.60101], [7.02657, -1.53683, -2.38901], [5.14699, -2.66514, -3.52417], [2.81744, -2.17990, -2.81789], [0.23994, 2.16329, -0.42857], [-0.42644, 3.94142, -2.03879], [0.41866, 3.87714, -4.36140], [1.97722, 2.09106, -5.05786], [2.62919, 0.33610, -3.45709], [1.05733, -2.04311, -4.38312], [1.30666, -1.29485, -6.74055], [-0.15056, 0.49506, -7.60771], [-1.80443, 1.57608, -6.13685], [-1.99378, 0.85975, -3.76135], [0.51454, -3.63270, -1.35166], [-0.36153, -5.96155, -1.35009], [-2.59468, -6.42032, -2.29308], [-3.93694, -4.58929, -3.25485], [-3.04513, -2.26869, -3.25077], [-0.17523, -1.77560, 1.48852], [-0.44190, -4.13748, 2.24887], [-2.46183, -5.40744, 1.61599], [-4.20412, -4.35191, 0.22408], [-3.96417, -1.97917, -0.46535], [-4.39843, -0.33252, 1.46612], [-6.41276, 1.10738, 1.52221], [-6.62663, 2.97797, -0.06246], [-4.86915, 3.39160, -1.73761], [-2.81055, 1.99031, -1.72162], [5.24351, 3.53584, 1.27612], [4.63354, 2.47755, 1.82895], [3.23019, 2.28460, 1.78456], [2.68379, 1.21100, 2.32565], [3.46685, 0.30134, 2.90190], [4.84164, 0.50122, 2.94003], [5.41211, 1.56696, 2.42216], [4.73369, 4.30772, 0.88221], [6.24134, 3.61070, 1.38430], [2.57442, 2.99562, 1.29544], [2.99792, -0.57996, 3.31024], [5.50563, -0.20763, 3.40937]],
  "homo_lumo_gap_ev": [7.079, 7.154],
  "spin_multiplicity": 1,
  "lumo_ev": [-5.53, -5.26],
  "e_homo_ev": [-12.61, -12.41],
  "relative_energy_kj_mol": 356.76,
  "charge": 2
}